Record 1
Below is C24H31FN5SiTi as an isolated structure at a distorted geometry, with properties calculated with the ωB97M-V functional and the def2-TZVPD basis.

Cartesian coordinates (Å):
Ti 0.5648 -0.3383 0.1246
C -2.5870 1.6204 -0.5086
Si -2.2714 0.1418 -1.5840
C -2.1687 0.8115 -3.3203
C -3.7084 -1.0044 -1.2755
N -0.7655 -0.7745 -1.2640
C -0.5092 -1.9016 -2.0718
C -1.2850 -2.4214 -3.1165
C -0.8869 -3.5513 -3.8202
C 0.2939 -4.2178 -3.5233
C 1.0948 -3.7364 -2.4942
C 0.6450 -2.6234 -1.8442
F 1.4167 -2.0932 -0.7927
H -3.5405 2.0128 -0.8780
H -1.8513 2.4183 -0.6104
H -2.7236 1.3896 0.5480
H -2.9449 1.5649 -3.4768
H -2.2591 0.0726 -4.1161
H -1.2006 1.3073 -3.4398
H -4.6387 -0.4328 -1.2270
H -3.5641 -1.4804 -0.3008
H -3.8446 -1.7972 -2.0105
H -2.2117 -1.9402 -3.3867
H -1.5200 -3.9144 -4.6189
H 0.5912 -5.0956 -4.0788
H 2.0268 -4.2062 -2.2102
C -2.1148 -0.1820 3.4567
C -1.5670 -0.6641 2.3097
N -0.7103 0.0750 1.5311
C -0.4738 1.3850 1.9354
C -1.0009 1.9172 3.1436
C -1.8103 1.1249 3.9081
C -0.6994 3.3085 3.4409
C -0.0413 4.0846 2.5669
C 0.4019 3.5721 1.2801
C 0.9205 4.3464 0.2807
C 1.2158 3.7470 -0.9676
C 1.0404 2.4120 -1.1541
N 0.5677 1.5826 -0.1666
C 0.2053 2.1859 1.0334
H -2.7889 -0.8154 4.0168
H -1.7941 -1.6603 1.9500
H -2.2420 1.5082 4.8237
H -1.0602 3.7222 4.3746
H 0.1335 5.1302 2.7891
H 1.0643 5.4085 0.4319
H 1.5836 4.3428 -1.7917
H 1.2581 1.9405 -2.1047
N 1.4252 -1.5550 1.9359
C 2.6853 -2.3339 1.9115
C 3.8871 -1.4480 1.6399
C 3.9399 -0.8538 0.2446
N 2.8597 0.1372 0.0302
H 1.4649 -0.8828 2.6999
H 0.6595 -2.1700 2.2039
H 2.5948 -3.0895 1.1316
H 2.8185 -2.8560 2.8599
H 4.7895 -2.0422 1.7915
H 3.9304 -0.6445 2.3860
H 3.8234 -1.6401 -0.5007
H 4.9117 -0.3867 0.0790
H 2.9828 0.5708 -0.8826
H 2.9871 0.9129 0.6778

Cartesian forces, eV/Å:
Ti 0.536 -0.609 -0.137
C 0.006 0.128 0.119
Si 0.198 -0.213 -0.040
C -0.001 0.061 -0.174
C -0.147 -0.111 0.018
N 0.270 -0.542 -0.276
C -0.248 0.269 0.056
C -0.073 -0.025 -0.081
C -0.001 0.047 0.043
C 0.015 0.007 0.014
C -0.019 -0.081 -0.082
C 0.169 -0.047 0.083
F 0.056 -0.179 -0.118
H 0.017 0.023 0.034
H -0.033 -0.009 -0.001
H -0.013 0.015 -0.029
H 0.020 -0.019 -0.003
H 0.015 0.031 0.018
H -0.035 0.032 -0.042
H 0.019 -0.020 -0.002
H -0.063 -0.001 -0.005
H 0.001 0.015 0.036
H 0.020 -0.035 -0.015
H 0.010 -0.003 0.006
H -0.002 0.009 0.006
H -0.010 0.001 -0.007
C -0.062 0.099 0.169
C 0.127 0.054 -0.265
N -0.394 0.539 0.758
C -0.178 -0.318 0.118
C 0.195 0.310 0.009
C -0.193 -0.204 0.117
C -0.093 -0.239 0.036
C 0.111 0.004 -0.234
C -0.068 -0.004 0.361
C 0.090 0.130 -0.260
C 0.020 0.197 0.059
C -0.132 -0.255 0.082
N -0.026 0.974 0.269
C 0.162 0.087 -0.335
H 0.008 0.029 0.010
H 0.011 -0.018 -0.026
H -0.002 -0.041 -0.012
H 0.001 -0.044 0.001
H 0.026 -0.015 -0.032
H 0.015 -0.022 -0.034
H -0.006 0.012 0.029
H -0.001 -0.032 -0.010
N -0.143 0.022 -0.196
C -0.080 0.014 -0.029
C 0.037 0.044 0.067
C -0.067 0.029 -0.045
N -0.212 -0.059 -0.104
H 0.023 0.040 0.020
H -0.002 -0.048 0.019
H -0.005 -0.015 -0.002
H 0.039 -0.011 0.029
H 0.000 -0.003 -0.003
H 0.004 -0.009 -0.005
H 0.004 -0.004 -0.015
H 0.045 -0.004 0.021
H 0.038 -0.001 -0.035
H 0.002 0.016 0.048

Spin multiplicity: 1
LUMO energy (spin up / spin down) (eV): -2.88 / -2.87
Net charge: +1
Orbital gap (spin up / spin down) (eV): 5.85 / 5.88

Record 2
Below is C35H50N2O5S3SiV as an isolated structure at a distorted geometry, with properties calculated with the ωB97M-V functional and the def2-TZVPD basis.

Cartesian coordinates (Å):
V -0.7060 -1.1380 -1.2001
O -1.3635 5.1023 -6.6436
C -0.8202 4.8630 -5.3570
O -0.3105 5.8063 -4.7610
C -0.9829 3.4701 -4.8297
C -0.9935 2.3397 -5.6521
C -1.1847 1.1051 -5.0556
C -1.5309 1.0061 -3.6734
S -1.9249 -0.5427 -2.9910
C -1.6291 2.1809 -2.9167
C -1.3207 3.4191 -3.4720
H -1.8851 4.3426 -6.9785
H -0.7796 2.4203 -6.7140
H -1.0283 0.1638 -5.5896
H -1.9830 2.1152 -1.8808
H -1.3554 4.3356 -2.8930
S -4.0804 -3.1159 0.3062
C -2.6208 -2.2825 0.4428
N -1.6342 -2.6839 -0.3908
C -2.1376 -3.6995 -1.2881
C -1.3692 -4.2121 -2.3607
C -2.0157 -5.0924 -3.2107
C -3.3800 -5.4420 -3.0463
C -4.0970 -4.8767 -2.0059
C -3.4727 -4.0218 -1.0687
H -2.4717 -1.6173 1.2849
H -0.3401 -3.8774 -2.5005
H -1.4979 -5.4861 -4.0961
H -3.8433 -6.1718 -3.7109
H -5.1561 -5.0880 -1.9359
C 4.0606 0.0707 -4.4679
N 3.5340 0.6270 -3.1722
C 4.6108 0.7220 -2.0951
C 2.1654 0.0516 -2.6816
C 2.1839 -1.3656 -2.1727
C 3.2801 -2.2581 -2.3048
C 3.3958 -3.4131 -1.5072
C 2.4351 -3.6552 -0.5203
C 1.3027 -2.8922 -0.4497
C 1.1557 -1.7796 -1.3093
H 4.8004 0.7937 -4.8286
H 3.1979 0.0156 -5.1552
H 4.5162 -0.9039 -4.2968
H 3.2925 1.6054 -3.4059
H 4.8859 -0.2659 -1.7740
H 4.2227 1.3283 -1.2823
H 5.4868 1.2317 -2.5036
H 1.4815 0.1284 -3.5564
H 1.7346 0.7331 -1.9123
H 4.0347 -2.0498 -3.0596
H 4.2719 -4.0610 -1.6073
H 2.6332 -4.4632 0.1684
H 0.4962 -3.0616 0.2635
C -3.1934 -0.7748 4.2631
C -1.7244 -1.1384 4.3080
C -1.5251 -2.6443 4.4691
C -0.9178 -0.3409 5.3793
O -1.1545 -0.8440 2.9564
Si -0.5883 0.6161 2.4874
S -0.4741 0.5173 0.3280
O 0.9196 0.9724 2.9646
C 2.3035 0.4526 2.8677
C 3.0159 1.2230 3.9570
C 2.3328 -1.0663 3.0668
C 2.8313 0.9207 1.5288
O -1.6483 1.8053 2.8022
C -1.7431 3.2975 2.8854
C -3.2520 3.4391 2.9538
C -1.0190 3.6936 4.1618
C -1.1502 3.8987 1.6203
H -3.6457 -0.9505 5.2599
H -3.7006 -1.3807 3.4741
H -3.3011 0.2878 3.9925
H -2.0090 -3.0046 5.4037
H -0.4589 -2.9288 4.4770
H -2.0193 -3.1406 3.5939
H -1.2575 -0.6196 6.4025
H -1.0455 0.7145 5.2373
H 0.1723 -0.5844 5.2689
H 2.5799 1.0322 4.9572
H 2.9736 2.3211 3.7530
H 4.0796 0.9500 3.9635
H 1.7728 -1.3195 4.0065
H 3.3707 -1.4087 3.1309
H 1.8475 -1.5136 2.1795
H 2.5088 1.9685 1.3673
H 2.4233 0.2936 0.7302
H 3.9613 0.8552 1.4923
H -3.6955 2.9028 3.8030
H -3.7026 2.9527 2.0273
H -3.6134 4.4752 3.0031
H -1.3500 3.1035 5.0369
H -1.1980 4.7542 4.3933
H 0.0788 3.5606 4.0672
H -1.7233 3.5278 0.7351
H -0.0829 3.6700 1.4303
H -1.2418 4.9931 1.6336

Cartesian forces, eV/Å:
V 0.298 1.618 1.741
O 0.588 -0.853 1.639
C 0.145 2.629 -1.213
O -1.093 -2.588 -1.173
C -0.661 0.874 0.180
C 0.363 0.046 0.638
C -0.028 -0.883 1.041
C 0.668 1.691 -1.143
S -0.128 -1.122 0.279
C -0.242 -0.114 0.474
C 0.232 -0.865 -0.445
H 0.425 0.520 0.426
H 0.038 -0.058 0.149
H -0.319 0.411 -0.108
H 0.254 0.038 -0.388
H -0.009 -0.124 -0.082
S 0.106 -0.150 -0.577
C 0.525 -1.353 -0.227
N -2.295 0.156 -0.315
C 1.179 0.923 0.322
C -0.874 0.027 0.362
C 0.044 -0.163 -0.668
C 0.722 0.483 0.680
C -0.522 -0.135 0.358
C 0.330 -0.205 -0.853
H 0.262 0.306 -0.137
H -0.294 -0.274 -0.029
H -0.092 0.118 0.577
H 0.060 0.416 0.125
H 0.009 -0.073 0.200
C -0.506 0.224 -0.023
N -0.610 0.559 0.694
C -0.372 0.440 -0.520
C -0.206 0.179 -1.127
C 1.101 -1.167 1.064
C -0.482 0.115 -0.035
C -0.227 0.913 -0.212
C 1.153 -0.730 -0.218
C -0.506 0.951 -0.449
C 0.043 0.178 -0.072
H -0.147 -0.317 -0.046
H 0.598 -0.122 0.183
H -0.083 0.345 -0.249
H 0.107 -0.486 0.231
H -0.040 -0.306 0.172
H -0.123 -0.170 0.137
H -0.215 -0.111 -0.175
H 0.484 0.121 0.304
H 0.691 -0.313 -0.353
H -0.039 -0.275 0.479
H -0.401 0.250 0.002
H -0.257 -0.115 0.097
H 0.576 -0.354 -0.063
C -0.247 0.142 -0.098
C 1.006 -0.008 0.110
C -0.461 -0.339 -0.237
C 0.205 -1.462 -0.177
O -0.192 0.379 0.258
Si 0.089 0.480 0.763
S -0.225 -0.946 -2.001
O -0.141 -0.446 -0.199
C -0.775 0.790 0.531
C 0.423 0.549 0.554
C -0.677 0.510 0.106
C 0.932 0.018 -0.549
O 0.872 -0.527 -0.224
C 0.143 -1.436 0.269
C -1.169 -0.091 -1.023
C 0.480 0.323 0.369
C -0.213 0.040 -0.877
H 0.060 0.023 -0.667
H 0.188 0.325 0.720
H -0.051 -0.357 0.196
H 0.332 0.212 -0.614
H -0.432 0.199 0.025
H 0.395 0.200 0.772
H 0.248 0.192 -0.718
H -0.114 0.635 0.019
H -1.003 0.190 0.245
H 0.237 0.053 -0.553
H -0.115 -0.852 0.165
H -0.217 -0.018 0.150
H 0.613 0.036 -0.947
H -0.215 -0.022 0.040
H 0.130 -0.144 0.519
H 0.317 -0.530 0.054
H 0.029 0.057 -0.110
H -1.202 0.091 0.090
H 0.416 0.139 -0.053
H 0.569 0.721 1.042
H 0.306 -0.170 -0.069
H -0.025 0.238 -0.537
H 0.009 -0.265 -0.109
H -0.603 0.000 -0.064
H 0.365 0.281 0.627
H -0.476 -0.073 0.471
H -0.043 -0.241 0.078

Relative energy (zero: lowest compared OMol25 entry of this formula, charge and spin) (kJ/mol): 80.2
Spin multiplicity: 2
LUMO energy (spin up / spin down) (eV): -7.18 / -6.44
<S²>: 0.803
Net charge: +2
Orbital gap (spin up / spin down) (eV): 6.32 / 7.24

| no. | E (eV) |
| --- | --- |
| 1 | -66550.682 |
| 2 | -116385.464 |